1.
C4H7Cl in the gas phase in a non-equilibrium geometry, computed with ωB97M-V with the def2-TZVPD basis set.

LUMO level ... 1.086 eV
HOMO-LUMO gap ... 0.3809 Ha
E_tot ... -16781.09431 eV
SMILES string ... C/C=C/CCl

CARTESIAN COORDINATES (ANGSTROEM)
C1 1.57 0.29 -0.65
C2 0.58 -0.44 0.21
C3 -0.79 -0.11 0.19
C4 -2.47 -0.50 0.87
Cl1 -2.23 -0.76 2.61
H1 2.60 0.39 -0.14
H2 1.20 1.21 -0.92
H3 1.61 -0.39 -1.62
H4 1.09 -1.20 0.81
H5 -0.96 0.60 -0.64
H6 -2.94 -1.42 0.31
H7 -3.12 0.35 0.63

=====

2.
3 unconnected molecules or ions with the total composition C3H13NO3, computed with ωB97M-V with the def2-TZVPD basis set.

LUMO level ... 0.567 eV
HOMO-LUMO gap ... 0.3608 Ha
E_tot ... -10953.73648 eV
SMILES string ... NCCCO.O.O

CARTESIAN COORDINATES (ANGSTROEM)
N1 0.85 3.01 1.18
C1 1.00 1.72 1.80
C2 1.18 0.49 0.90
C3 1.66 -0.68 1.72
O1 1.10 -1.93 1.28
H1 0.03 3.13 0.61
H2 1.66 3.27 0.64
H3 1.89 1.76 2.43
H4 0.18 1.58 2.50
H5 1.84 0.79 0.07
H6 0.25 0.18 0.41
H7 1.21 -0.55 2.71
H8 2.73 -0.83 1.83
H9 1.49 -2.10 0.40
O2 -1.15 -3.16 -1.26
H10 -0.88 -3.95 -1.74
H11 -0.31 -2.87 -0.86
O3 -4.84 0.04 -5.27
H12 -5.56 -0.38 -4.79
H13 -4.33 0.48 -4.57

=====

3.
A molecular structure, C43H37F3GeMoN3O2 in a non-equilibrium geometry, computed with ωB97M-V with the def2-TZVPD basis set.

LUMO level ... -4.321 eV
HOMO-LUMO gap ... 0.2492 Ha
E_tot ... -120275.52664 eV
Net charge ... +1

CARTESIAN COORDINATES (ANGSTROEM)
Mo1 -0.14 1.57 0.36
C1 1.13 1.07 -4.02
C2 1.13 0.17 -2.78
C3 2.45 0.25 -2.04
C4 3.51 -0.51 -2.52
C5 4.77 -0.44 -1.96
C6 4.99 0.40 -0.87
C7 3.95 1.16 -0.33
C8 4.22 1.94 0.94
C9 3.98 1.08 2.19
C10 2.71 1.09 -0.96
N1 1.64 1.99 -0.47
C11 1.87 3.34 -0.70
C12 0.97 4.29 -0.36
C13 0.90 5.69 -0.59
C14 -0.34 6.09 -0.17
C15 -1.00 4.90 0.29
N2 -0.23 3.84 0.19
H1 0.20 0.97 -4.59
H2 1.96 0.83 -4.69
H3 1.23 2.13 -3.75
H4 0.96 -0.87 -3.07
H5 0.31 0.44 -2.16
H6 3.33 -1.18 -3.36
H7 5.58 -1.04 -2.35
H8 5.97 0.45 -0.40
H9 3.62 2.85 1.00
H10 5.26 2.26 0.93
H11 2.97 0.69 2.22
H12 4.14 1.65 3.11
H13 4.67 0.22 2.20
H14 2.79 3.60 -1.20
H15 1.69 6.31 -1.01
H16 -0.76 7.08 -0.19
H17 -2.01 4.83 0.70
F1 0.43 1.98 4.98
C16 -0.71 2.17 4.35
F2 -1.64 1.33 4.80
F3 -1.13 3.42 4.53
C17 -0.55 1.95 2.85
O1 -1.56 1.75 2.12
O2 0.60 1.96 2.31
N3 -1.94 1.62 -0.71
C18 -3.07 1.74 -0.73
C19 -4.53 1.89 -0.73
C20 -5.21 1.92 -1.94
C21 -6.58 2.07 -1.91
C22 -7.25 2.18 -0.70
C23 -6.55 2.15 0.51
C24 -5.17 2.00 0.50
H18 -4.67 1.83 -2.88
H19 -7.13 2.10 -2.85
H20 -8.32 2.29 -0.69
H21 -7.08 2.23 1.45
H22 -4.60 1.96 1.42
C25 -0.05 -0.17 0.40
Ge1 -0.06 -2.17 0.35
C26 -0.65 -2.66 2.09
C27 -0.51 -3.98 2.53
C28 -0.95 -4.34 3.80
C29 -1.51 -3.39 4.65
C30 -1.65 -2.07 4.22
C31 -1.22 -1.71 2.95
C32 -1.23 -2.69 -1.05
C33 -1.85 -1.76 -1.88
C34 -2.68 -2.18 -2.92
C35 -2.89 -3.53 -3.14
C36 -2.28 -4.48 -2.31
C37 -1.45 -4.06 -1.27
C38 1.71 -2.84 0.04
C39 2.02 -3.59 -1.10
C40 3.30 -4.14 -1.25
C41 4.26 -3.95 -0.27
C42 3.97 -3.19 0.86
C43 2.70 -2.64 1.02
H23 -0.05 -4.73 1.90
H24 -0.83 -5.37 4.14
H25 -1.84 -3.68 5.64
H26 -2.08 -1.33 4.88
H27 -1.35 -0.69 2.62
H28 -1.69 -0.69 -1.73
H29 -3.16 -1.45 -3.57
H30 -3.53 -3.86 -3.95
H31 -2.45 -5.54 -2.47
H32 -0.99 -4.81 -0.63
H33 1.28 -3.76 -1.87
H34 3.53 -4.74 -2.13
H35 5.25 -4.39 -0.38
H36 4.72 -3.03 1.62
H37 2.48 -2.07 1.92

=====

4.
2 unconnected molecules or ions with the total composition C4H8NO3 in a non-equilibrium geometry, computed with ωB97M-V with the def2-TZVPD basis set.

LUMO level ... 4.073 eV
HOMO-LUMO gap ... 0.3202 Ha
E_tot ... -11912.96267 eV
Net charge ... -1

CARTESIAN COORDINATES (ANGSTROEM)
C1 -0.46 1.38 -1.36
C2 0.95 1.52 -1.82
O1 1.31 2.37 -2.63
N1 1.80 0.70 -1.18
H1 2.72 0.58 -1.57
H2 1.56 0.16 -0.33
H3 -0.47 1.36 -0.29
H4 -0.91 0.40 -1.45
H5 -1.14 2.17 -1.67
C3 -1.02 -1.65 2.36
C4 -0.38 -1.34 1.00
O2 0.60 -0.56 0.94
O3 -0.86 -1.97 0.03
H6 -1.88 -0.98 2.47
H7 -0.37 -1.52 3.22
H8 -1.46 -2.64 2.27

=====

5.
14 unconnected molecules or ions with the total composition C28H84O28 in a non-equilibrium geometry, computed with ωB97M-V with the def2-TZVPD basis set.

LUMO level ... 0.080 eV
HOMO-LUMO gap ... 0.3557 Ha
E_tot ... -87723.40338 eV

CARTESIAN COORDINATES (ANGSTROEM)
C1 -0.17 4.90 2.63
C2 -1.36 3.96 2.88
O1 -2.56 4.65 2.45
O2 0.09 5.23 1.27
H1 0.73 4.38 3.02
H2 -0.29 5.82 3.21
H3 -1.45 3.84 3.96
H4 -1.31 2.94 2.44
H5 -2.71 4.53 1.50
H6 0.22 4.39 0.80
C3 -0.42 1.76 -4.85
C4 -0.03 3.18 -4.42
O3 1.30 3.45 -4.36
O4 0.25 0.83 -4.05
H7 -0.14 1.50 -5.90
H8 -1.50 1.67 -4.80
H9 -0.34 3.27 -3.37
H10 -0.64 3.93 -4.96
H11 1.75 3.13 -5.16
H12 1.16 0.85 -4.35
C5 3.61 -3.34 -3.63
C6 3.39 -3.17 -2.14
O5 2.10 -3.54 -1.78
O6 2.79 -2.41 -4.40
H13 3.34 -4.39 -3.77
H14 4.66 -3.21 -3.88
H15 3.53 -2.15 -1.73
H16 4.13 -3.81 -1.63
H17 1.59 -2.73 -1.64
H18 1.87 -2.51 -4.15
C7 5.42 0.33 -4.52
C8 4.10 0.66 -3.86
O7 2.95 0.34 -4.59
O8 5.57 1.06 -5.74
H19 5.47 -0.74 -4.79
H20 6.24 0.54 -3.81
H21 4.01 1.73 -3.62
H22 3.97 0.12 -2.90
H23 2.87 -0.63 -4.60
H24 5.92 1.94 -5.56
C9 2.92 3.06 -0.96
C10 3.26 4.04 0.17
O9 3.31 5.39 -0.29
O10 1.57 3.25 -1.31
H25 3.03 2.02 -0.59
H26 3.59 3.19 -1.82
H27 4.27 3.84 0.57
H28 2.53 3.87 0.98
H29 2.43 5.72 -0.48
H30 1.50 3.22 -2.27
C11 -1.62 -3.74 1.46
C12 -2.03 -4.64 0.29
O11 -3.43 -4.99 0.15
O12 -1.92 -2.39 1.00
H31 -0.51 -3.86 1.49
H32 -2.03 -3.92 2.46
H33 -1.50 -5.59 0.45
H34 -1.63 -4.18 -0.62
H35 -3.95 -4.19 0.29
H36 -2.13 -1.84 1.76
C13 -4.44 1.28 3.27
C14 -4.82 2.22 4.39
O13 -3.90 3.30 4.56
O14 -4.68 1.92 2.04
H37 -5.11 0.38 3.29
H38 -3.42 0.88 3.31
H39 -4.83 1.70 5.36
H40 -5.85 2.54 4.17
H41 -3.74 3.78 3.74
H42 -3.84 1.95 1.58
C15 3.59 2.08 3.60
C16 4.01 0.78 4.30
O15 3.72 -0.39 3.62
O16 2.14 2.11 3.45
H43 4.03 2.19 2.60
H44 3.90 2.93 4.19
H45 3.53 0.71 5.28
H46 5.09 0.87 4.47
H47 4.32 -0.59 2.89
H48 1.79 1.21 3.51
C17 2.36 -3.24 2.59
C18 2.46 -4.64 2.02
O17 3.52 -5.43 2.52
O18 1.64 -3.27 3.78
H49 1.81 -2.63 1.84
H50 3.37 -2.82 2.71
H51 2.60 -4.62 0.94
H52 1.52 -5.20 2.21
H53 3.36 -5.62 3.45
H54 1.45 -2.35 3.99
C19 -3.04 2.30 -1.30
C20 -2.24 3.65 -1.29
O19 -2.87 4.55 -0.46
O20 -2.62 1.53 -0.20
H55 -2.85 1.79 -2.25
H56 -4.12 2.43 -1.17
H57 -2.29 4.14 -2.27
H58 -1.17 3.46 -1.06
H59 -2.33 5.35 -0.55
H60 -2.95 0.64 -0.36
C21 0.66 0.54 0.72
C22 0.46 -0.12 -0.62
O21 0.23 -1.52 -0.59
O22 -0.49 0.49 1.51
H61 0.99 1.59 0.56
H62 1.46 0.02 1.30
H63 1.33 0.07 -1.28
H64 -0.40 0.34 -1.10
H65 -0.40 -1.73 0.10
H66 -1.20 0.84 0.97
C23 -1.74 -1.54 4.97
C24 -0.71 -0.39 4.89
O23 0.28 -0.63 3.95
O24 -2.43 -1.61 3.73
H67 -2.52 -1.32 5.71
H68 -1.27 -2.51 5.22
H69 -0.16 -0.29 5.83
H70 -1.25 0.55 4.69
H71 -0.05 -0.49 3.05
H72 -3.29 -2.00 3.91
C25 -1.09 -2.59 -3.73
C26 -0.86 -4.13 -3.69
O25 -2.06 -4.76 -4.11
O26 0.15 -1.95 -3.83
H73 -1.70 -2.20 -2.91
H74 -1.60 -2.33 -4.68
H75 -0.62 -4.53 -2.69
H76 -0.04 -4.43 -4.35
H77 -1.78 -5.42 -4.74
H78 0.02 -1.00 -3.75
C27 -5.40 -1.87 -0.32
C28 -4.30 -1.84 -1.40
O27 -3.17 -1.07 -1.07
O28 -4.91 -2.70 0.74
H79 -6.31 -2.36 -0.72
H80 -5.66 -0.89 0.09
H81 -4.71 -1.37 -2.31
H82 -4.01 -2.86 -1.66
H83 -2.67 -1.54 -0.38
H84 -5.63 -2.89 1.34

=====

6.
C4H4N2 in the gas phase, computed with ωB97M-V with the def2-TZVPD basis set.

LUMO level ... -1.657 eV
HOMO-LUMO gap ... 0.2632 Ha
E_tot ... -7188.23386 eV

CARTESIAN COORDINATES (ANGSTROEM)
C1 1.28 0.15 0.60
C2 0.49 -1.03 0.29
N1 -0.80 -1.01 -0.32
C3 -1.26 0.15 -0.60
N2 -0.64 1.38 -0.37
C4 0.54 1.36 0.18
H1 0.50 -1.75 1.14
H2 1.13 -1.81 -0.18
H3 -2.24 0.22 -1.08
H4 0.99 2.34 0.34